[1]
{
  "formula": "C4H10O2",
  "method": "wB97M-V/def2-TZVPD",
  "smiles": "CC[C@@H](O)CO",
  "homo_ha": -0.3615,
  "charge": 0,
  "species": ["C", "C", "C", "O", "C", "O", "H", "H", "H", "H", "H", "H", "H", "H", "H", "H"],
  "coordinates": [[-2.181, -0.667, -0.117], [-1.111, 0.315, 0.408], [0.329, -0.231, 0.186], [0.483, -0.606, -1.162], [1.580, 0.700, 0.404], [2.701, 0.114, -0.320], [-3.197, -0.253, -0.040], [-1.999, -0.903, -1.167], [-2.192, -1.610, 0.444], [-1.273, 1.285, -0.083], [-1.308, 0.480, 1.477], [0.405, -1.122, 0.835], [1.467, -0.601, -1.211], [1.961, 0.779, 1.426], [1.331, 1.685, 0.002], [3.004, 0.635, -1.080]],
  "forces_ev_per_angstrom": [[0.08, -0.05, -0.03], [0.12, 0.07, 0.03], [-0.05, 0.09, 0.19], [0.04, -0.19, -0.19], [-0.16, 0.03, 0.10], [0.03, 0.15, 0.02], [0.36, 0.07, 0.05], [0.00, 0.01, 0.12], [0.17, 0.16, -0.07], [0.32, -0.15, -0.03], [0.31, 0.00, -0.13], [0.21, 0.11, -0.07], [-0.66, -0.52, -0.59], [-0.55, 0.05, 0.00], [0.16, 0.01, 0.07], [-0.37, 0.14, 0.54]]
}

=====

[2]
{
  "formula": "C3H3NO3",
  "method": "wB97M-V/def2-TZVPD",
  "smiles": "O=CNC(=O)C=O",
  "homo_ha": -0.3828,
  "charge": 0,
  "species": ["N", "C", "O", "C", "O", "C", "O", "H", "H", "H"],
  "coordinates": [[-0.820, -0.162, -0.022], [0.531, -0.024, 0.051], [0.991, 1.055, 0.375], [-1.398, 1.155, 0.234], [-1.925, 1.464, 1.257], [1.476, -1.179, -0.273], [2.657, -0.969, -0.250], [-1.339, -1.002, -0.245], [-1.231, 1.838, -0.613], [1.058, -2.177, -0.515]],
  "forces_ev_per_angstrom": [[0.16, 0.07, 0.09], [0.20, 0.52, 0.11], [0.07, -0.34, -0.16], [-0.42, 0.25, 0.35], [-0.04, -0.45, -0.66], [0.59, -0.02, 0.00], [-0.55, -0.38, -0.09], [0.14, 0.25, 0.20], [-0.10, -0.01, 0.15], [-0.06, 0.11, 0.02]]
}

=====

[3]
{
  "formula": "C5H10NO3",
  "method": "wB97M-V/def2-TZVPD",
  "homo_ha": -0.1537,
  "charge": -1,
  "species": ["C", "C", "C", "O", "N", "H", "H", "H", "H", "H", "H", "H", "C", "C", "O", "O", "H", "H", "H"],
  "coordinates": [[-0.414, -2.142, -0.037], [0.590, -2.038, 1.152], [0.097, -1.397, -1.187], [0.323, -1.992, -2.233], [0.253, 0.043, -1.003], [-0.662, -3.150, -0.234], [-1.299, -1.652, 0.351], [1.329, -2.902, 1.264], [0.351, 0.645, -1.694], [0.149, 0.486, -0.132], [0.181, -2.058, 2.165], [1.392, -1.240, 0.967], [0.157, 2.865, -0.207], [-0.928, 1.981, 0.492], [-1.907, 1.878, -0.261], [-0.879, 1.511, 1.667], [-0.250, 3.845, -0.472], [0.465, 2.410, -1.106], [1.054, 2.905, 0.507]],
  "forces_ev_per_angstrom": [[0.49, 1.14, 3.15], [3.03, -0.92, -0.02], [0.30, 2.80, -1.41], [0.11, 0.90, 0.09], [-0.06, -7.21, 2.21], [-0.04, -0.97, -0.67], [-0.40, 0.26, -0.21], [-1.11, 0.35, -0.80], [0.52, 2.50, -4.23], [-0.38, -0.36, 1.29], [-0.34, 0.85, -0.34], [-1.74, -0.46, 0.67], [1.35, 0.02, 3.17], [-1.76, 0.97, 0.40], [-0.92, -0.25, -0.69], [1.47, 0.45, -0.85], [0.07, -0.14, 0.40], [0.35, -0.40, -1.02], [-0.94, 0.47, -1.13]]
}

=====

[4]
{
  "formula": "C4H6N2O",
  "method": "wB97M-V/def2-TZVPD",
  "smiles": "[H]/N=C1/CC(C)=NO1",
  "homo_ha": -0.3577,
  "charge": 0,
  "species": ["C", "C", "N", "O", "C", "N", "C", "H", "H", "H", "H", "H", "H"],
  "coordinates": [[-2.111, 0.404, -0.093], [-0.697, -0.079, -0.208], [-0.445, -1.104, -0.936], [0.942, -1.417, -0.860], [1.550, -0.487, -0.060], [2.753, -0.134, 0.069], [0.511, 0.368, 0.570], [-2.779, -0.213, -0.702], [-2.456, 0.365, 0.947], [-2.184, 1.443, -0.427], [1.079, 1.299, 0.465], [3.469, -0.655, -0.409], [0.369, 0.211, 1.643]],
  "forces_ev_per_angstrom": [[0.06, 0.03, -0.03], [0.05, -0.17, -0.09], [-0.06, 0.40, 0.23], [0.39, 0.05, 0.10], [0.47, 0.26, 0.16], [0.05, -0.59, 0.06], [0.10, -0.03, 0.06], [0.23, 0.10, 0.09], [0.14, 0.02, -0.13], [0.00, -0.07, 0.05], [-1.44, 0.66, -0.04], [-0.04, -0.48, -0.38], [0.05, -0.19, -0.09]]
}

=====

[5]
{
  "formula": "C3H4O2",
  "method": "wB97M-V/def2-TZVPD",
  "homo_ha": -0.2750,
  "charge": 0,
  "species": ["C", "C", "C", "O", "O", "H", "H", "H", "H"],
  "coordinates": [[0.451, 0.267, -1.382], [-0.242, 1.044, -0.535], [-0.426, -0.031, 0.344], [0.541, -0.449, 1.270], [-1.590, -0.702, 0.364], [0.896, -0.087, -2.349], [-0.642, 2.068, -0.467], [1.150, 0.201, 1.616], [-1.485, -1.535, 0.757]],
  "forces_ev_per_angstrom": [[-1.87, -0.27, 2.23], [1.19, 1.63, -2.55], [2.93, -2.02, -0.95], [-2.04, -0.94, -0.09], [0.09, 2.07, -0.34], [-0.64, 0.92, 1.37], [0.14, -0.14, -0.23], [-0.16, 0.75, -0.46], [0.36, -1.99, 1.03]]
}

=====

[6]
{
  "formula": "C32H28N2O4S2",
  "method": "wB97M-V/def2-TZVPD",
  "homo_ha": -0.2483,
  "charge": 0,
  "species": ["C", "C", "C", "C", "S", "C", "S", "C", "C", "C", "C", "C", "C", "O", "O", "O", "O", "C", "C", "H", "H", "H", "H", "H", "H", "H", "H", "H", "H", "H", "C", "N", "C", "C", "C", "C", "C", "N", "C", "C", "C", "C", "C", "C", "C", "C", "C", "C", "C", "C", "C", "H", "H", "H", "H", "H", "H", "H", "H", "H", "H", "H", "H", "H", "H", "H", "H", "H"],
  "coordinates": [[5.420, -1.226, -2.139], [4.878, -2.013, -1.117], [3.502, -2.025, -0.920], [2.687, -1.147, -1.656], [0.962, -1.025, -1.270], [0.085, -2.060, -2.233], [-1.271, -2.629, -3.176], [-1.745, -1.336, -4.324], [-2.607, -0.345, -3.871], [-2.992, 0.665, -4.748], [-2.555, 0.648, -6.079], [-1.708, -0.376, -6.520], [-1.319, -1.389, -5.649], [-0.745, -3.721, -3.972], [-2.442, -2.832, -2.358], [1.119, -1.814, -0.044], [0.550, 0.353, -1.266], [3.196, -0.468, -2.752], [4.578, -0.491, -2.984], [6.496, -1.230, -2.290], [5.484, -2.639, -0.455], [3.099, -2.696, -0.164], [0.829, -2.840, -2.448], [-2.974, -0.358, -2.850], [-3.640, 1.457, -4.377], [-2.874, 1.434, -6.773], [-1.342, -0.391, -7.544], [-0.686, -2.203, -5.983], [2.499, 0.077, -3.390], [4.967, 0.087, -3.826], [-5.084, 1.864, 0.226], [-3.777, 1.634, 0.787], [-2.802, 0.877, 0.217], [-1.711, 0.767, 1.099], [-0.603, -0.098, 0.928], [0.560, 0.174, 1.676], [1.000, 1.451, 2.096], [2.097, 1.318, 2.904], [2.653, 2.337, 3.759], [2.439, -0.031, 3.007], [1.455, -0.783, 2.324], [1.438, -2.161, 2.483], [2.463, -2.768, 3.205], [3.408, -2.001, 3.910], [3.366, -0.603, 3.867], [-2.079, 1.546, 2.287], [-3.365, 2.099, 2.033], [-4.136, 2.807, 2.947], [-3.525, 3.010, 4.197], [-2.260, 2.482, 4.503], [-1.561, 1.700, 3.568], [-5.594, 2.513, 0.929], [-5.016, 2.362, -0.745], [-5.654, 0.935, 0.104], [-2.892, 0.386, -0.743], [-0.858, -1.067, 0.519], [0.579, 2.438, 1.871], [3.490, 1.911, 4.313], [3.002, 3.162, 3.140], [1.902, 2.715, 4.467], [0.613, -2.748, 2.087], [2.490, -3.853, 3.262], [4.171, -2.510, 4.499], [4.016, 0.031, 4.468], [-5.136, 3.177, 2.682], [-4.060, 3.584, 4.944], [-1.838, 2.667, 5.499], [-0.639, 1.211, 3.860]],
  "forces_ev_per_angstrom": [[-0.17, -0.03, -0.06], [-0.25, 0.10, -0.33], [0.17, 0.34, 0.23], [0.54, -0.29, -1.26], [0.36, -3.70, -0.10], [0.38, -1.21, -1.99], [1.24, 1.40, 0.34], [-0.22, -0.47, 0.09], [0.20, 0.31, -0.37], [0.04, -0.06, -0.20], [0.09, 0.02, 0.10], [-0.22, 0.16, 0.12], [0.01, 0.38, 0.20], [-0.37, 0.19, 0.33], [-0.16, -0.04, 0.10], [-0.86, 0.98, 0.40], [-0.58, 1.07, 0.40], [0.57, 0.10, 0.30], [-0.19, 0.03, 0.02], [-0.16, 0.11, -0.08], [0.00, 0.26, -0.44], [-0.07, 0.48, -0.23], [-0.34, 0.02, 0.29], [0.09, -0.11, -0.17], [0.07, -0.10, -0.23], [0.17, -0.32, 0.32], [-0.18, 0.03, 0.13], [-0.04, 0.06, 0.12], [0.31, 0.05, 0.10], [0.06, -0.28, 0.32], [-0.28, 0.16, -0.27], [0.88, -0.44, -0.90], [0.25, -0.18, 1.43], [-0.93, 0.72, -0.56], [-0.53, 1.00, 1.85], [0.02, -0.32, 0.54], [0.64, -0.45, 0.50], [-1.24, 0.02, -1.10], [0.11, 0.53, -0.13], [-1.21, -0.59, 0.57], [0.66, 0.65, 0.10], [0.10, -0.45, 0.28], [-0.28, 0.35, 0.11], [0.06, 0.36, -0.22], [0.27, -0.52, -0.12], [-0.56, 0.32, -0.25], [0.04, -0.86, -0.33], [0.73, 0.11, 0.68], [-0.42, 0.19, -0.56], [0.03, -0.42, -0.36], [-0.20, 0.61, 0.82], [-0.34, 0.00, -0.27], [0.01, -0.02, 0.15], [0.22, 0.15, 0.14], [-0.20, 0.20, 0.04], [0.63, 0.04, -0.24], [0.29, -0.53, 0.06], [-0.18, 0.26, -0.14], [0.11, 0.09, 0.16], [0.18, -0.18, -0.15], [0.39, 0.08, -0.14], [0.02, 0.19, 0.10], [-0.21, 0.19, -0.07], [0.02, -0.43, -0.13], [0.60, -0.14, 0.45], [0.09, -0.04, 0.00], [-0.19, -0.21, -0.49], [-0.04, 0.14, -0.01]]
}

=====

Number 1: energy -8404.4477 eV, frontier orbital gap 10.62 eV, strongest force on any atom 1.026 eV Å⁻¹. Number 2: energy -10790.9310 eV, frontier orbital gap 9.90 eV, strongest force on any atom 0.797 eV Å⁻¹. Number 3: energy -12980.7412 eV, frontier orbital gap 7.95 eV, strongest force on any atom 7.539 eV Å⁻¹. Number 4: energy -9270.9582 eV, frontier orbital gap 10.59 eV, strongest force on any atom 1.587 eV Å⁻¹. Number 5: energy -7266.2854 eV, frontier orbital gap 8.21 eV, strongest force on any atom 3.685 eV Å⁻¹. Number 6: energy -66473.6348 eV, frontier orbital gap 5.16 eV, strongest force on any atom 3.719 eV Å⁻¹.